A cluster of 9 separate species, C32H54ClN2O17P2S in total at a distorted geometry, computed with ωB97M-V/def2-TZVPD.

```
109
C32H54ClN2O17P2S (ωB97M-V/def2-TZVPD)
N 2.313 -0.907 0.479
P 3.905 -0.245 0.746
O 5.003 -1.506 0.729
N 4.288 0.817 -0.720
Cl 5.400 0.036 -1.830
P 5.147 2.274 -0.019
S 5.553 3.626 -1.341
H 2.124 -1.603 1.204
H 1.679 -0.112 0.621
H 5.245 -1.654 1.670
H 3.439 1.093 -1.239
H 4.252 2.723 1.005
H 6.273 1.725 0.648
O -2.063 1.402 1.697
C -1.898 0.805 0.675
O -0.748 0.129 0.380
C -0.828 -0.384 -0.959
C -2.306 -0.455 -1.272
C -2.864 0.710 -0.479
H -0.294 0.299 -1.627
H -0.353 -1.364 -1.004
H -2.523 -0.403 -2.338
H -2.721 -1.391 -0.890
H -2.832 1.642 -1.048
H -3.874 0.510 -0.130
O 4.608 -1.768 3.799
C 5.307 -2.569 4.373
O 6.138 -3.412 3.726
C 6.747 -4.310 4.675
C 6.649 -3.598 6.008
C 5.358 -2.809 5.857
H 6.195 -5.253 4.664
H 7.778 -4.503 4.384
H 6.654 -4.276 6.859
H 7.489 -2.908 6.122
H 4.485 -3.393 6.153
H 5.392 -1.874 6.403
O 8.728 -4.854 -6.113
C 8.287 -4.320 -5.141
O 8.858 -4.407 -3.910
C 8.028 -3.749 -2.945
C 7.183 -2.777 -3.745
C 7.020 -3.503 -5.070
H 7.423 -4.503 -2.434
H 8.654 -3.244 -2.210
H 6.237 -2.528 -3.260
H 7.737 -1.847 -3.902
H 6.163 -4.178 -5.064
H 6.955 -2.812 -5.907
O 3.788 -2.315 9.654
C 3.198 -1.627 8.876
O 3.661 -1.344 7.628
C 2.776 -0.409 6.988
C 1.451 -0.557 7.710
C 1.889 -0.919 9.120
H 3.196 0.595 7.092
H 2.697 -0.651 5.928
H 0.830 0.336 7.656
H 0.885 -1.386 7.278
H 2.076 -0.033 9.730
H 1.176 -1.576 9.611
O -5.684 2.452 -2.226
C -5.526 1.855 -3.252
O -4.384 1.184 -3.554
C -4.468 0.670 -4.895
C -5.951 0.599 -5.197
C -6.502 1.766 -4.396
H -3.936 1.352 -5.565
H -3.993 -0.311 -4.942
H -6.176 0.652 -6.262
H -6.364 -0.333 -4.814
H -6.474 2.700 -4.960
H -7.509 1.569 -4.033
O 2.376 9.551 0.311
C 3.046 8.764 -0.285
O 3.440 7.569 0.231
C 4.320 6.912 -0.691
C 4.011 7.525 -2.043
C 3.616 8.944 -1.671
H 5.353 7.095 -0.378
H 4.132 5.840 -0.674
H 4.846 7.467 -2.743
H 3.158 7.013 -2.496
H 4.481 9.608 -1.614
H 2.870 9.350 -2.349
O -8.854 -0.451 -7.320
C -9.274 -0.974 -6.329
O -8.499 -1.263 -5.252
C -9.275 -1.983 -4.278
C -10.718 -1.639 -4.588
C -10.687 -1.446 -6.096
H -9.068 -3.051 -4.389
H -8.984 -1.671 -3.275
H -11.422 -2.400 -4.254
H -10.987 -0.697 -4.103
H -10.839 -2.385 -6.631
H -11.406 -0.699 -6.424
O -8.352 -1.350 0.240
C -7.556 -0.990 1.057
O -6.214 -1.016 0.857
C -5.539 -0.624 2.063
C -6.558 0.171 2.852
C -7.865 -0.494 2.449
H -5.218 -1.527 2.591
H -4.661 -0.030 1.813
H -6.371 0.166 3.925
H -6.557 1.211 2.516
H -8.101 -1.350 3.085
H -8.693 0.211 2.436
```

As for the HOMO-LUMO gap: 6.83 eV. The multiplicity is 1. The HOMO energy is -11.5 eV. As for the net charge: +1. As for the energy above the lowest of the compared OMol25 structures with the same formula, charge and spin: 1.052 eV. The calculation puts the total energy at -113777.2299 eV. The LUMO energy comes out at -4.7 eV.